1.
45
Properties=species:S:1:pos:R:3:lowdin_charge:R:1 method="wB97M-V/def2-TZVPD" s_squared=12.059 homo_energy_ev="-18.83 / -19.70" energy_ha=-5518.00750 charge=+4 multiplicity=7
Yb -0.57 -0.46 -2.95 0.840
Ru 0.00 0.00 0.00 0.799
Cl -1.24 -1.76 -1.06 0.155
Cl -1.14 1.41 -1.56 0.200
C 0.95 1.41 0.71 -0.311
C -0.10 -1.96 -3.92 -0.286
C -0.01 0.63 -4.34 -0.290
O 1.55 2.30 1.14 0.159
O 0.21 -2.89 -4.51 0.251
O 0.34 1.31 -5.19 0.255
O -1.07 -0.81 1.53 -0.639
As -0.76 -0.57 3.15 1.266
C 0.53 -1.90 3.78 -0.243
C 1.13 -2.82 2.92 0.020
C 2.04 -3.75 3.42 0.101
C 2.36 -3.77 4.78 0.061
C 1.75 -2.85 5.65 0.065
C 0.84 -1.92 5.15 0.026
C -0.14 1.26 3.48 -0.279
C 1.09 1.47 4.11 0.013
C 1.54 2.77 4.35 0.087
C 0.76 3.86 3.97 0.056
C -0.47 3.66 3.35 0.086
C -0.93 2.36 3.10 0.013
C -2.46 -0.90 4.03 -0.305
C -3.06 -2.16 3.93 -0.075
C -4.28 -2.40 4.58 -0.011
C -4.90 -1.39 5.32 0.007
C -4.30 -0.13 5.41 -0.016
C -3.08 0.11 4.78 -0.090
H 0.89 -2.81 1.86 0.120
H 2.51 -4.46 2.75 0.160
H 3.06 -4.49 5.17 0.154
H 1.99 -2.86 6.70 0.155
H 0.38 -1.21 5.83 0.145
H 1.71 0.63 4.40 0.125
H 2.50 2.93 4.84 0.161
H 1.11 4.87 4.16 0.154
H -1.07 4.50 3.06 0.159
H -1.88 2.20 2.62 0.150
H -2.58 -2.95 3.37 0.112
H -4.74 -3.38 4.50 0.132
H -5.84 -1.58 5.81 0.137
H -4.77 0.65 5.99 0.131
H -2.62 1.09 4.87 0.090

2.
58
Properties=species:S:1:pos:R:3:lowdin_charge:R:1 method="wB97M-V/def2-TZVPD" relative_energy_kj_mol=0.00 s_squared=6.021 homo_energy_ev="-0.79 / -5.10" energy_ha=-3340.85197 charge=-1 multiplicity=5
Co 15.24 -9.74 4.30 0.803
O 13.00 -12.07 6.75 0.024
C 13.69 -11.08 6.43 -0.578
O 14.51 -11.18 5.42 -0.113
C 13.61 -9.74 7.17 -0.110
C 15.00 -9.05 7.12 -0.183
C 15.07 -7.80 8.04 -0.102
C 14.28 -6.78 7.22 -0.112
C 13.81 -7.63 6.04 -0.217
O 14.98 -8.44 5.76 -0.170
C 12.72 -8.70 6.50 -0.074
C 11.68 -9.03 5.40 -0.435
O 10.53 -8.52 5.51 0.022
O 12.06 -9.82 4.45 -0.068
H 13.23 -9.94 8.16 0.150
H 15.90 -9.72 7.14 0.177
H 16.10 -7.50 8.25 0.110
H 14.60 -7.99 9.04 0.127
H 14.93 -5.96 6.86 0.121
H 13.40 -6.39 7.79 0.132
H 13.47 -7.02 5.19 0.168
H 12.16 -8.16 7.27 0.148
N 19.53 -12.75 3.04 0.056
N 18.74 -11.60 3.35 -0.383
N 19.16 -10.40 2.95 0.019
C 18.09 -9.64 3.27 -0.253
N 17.10 -10.42 3.80 -0.163
N 17.50 -11.69 3.80 -0.058
H 20.50 -12.41 3.11 0.058
H 19.27 -13.55 3.63 0.056
H 17.88 -8.59 3.17 0.083
C 7.11 -12.62 4.93 -0.107
C 7.39 -11.36 5.38 -0.095
C 8.69 -10.83 5.19 -0.073
C 9.56 -11.38 4.25 -0.236
C 9.26 -12.66 3.81 -0.129
C 8.12 -13.32 4.22 -0.088
Si 10.97 -10.48 3.31 0.764
C 10.48 -9.24 1.97 -0.228
C 10.75 -9.47 0.59 -0.082
C 10.27 -8.57 -0.37 -0.120
C 9.61 -7.42 -0.05 -0.098
C 9.46 -7.13 1.31 -0.102
C 9.90 -7.99 2.29 -0.095
H 6.19 -13.12 5.16 0.093
H 6.71 -10.81 6.04 0.104
H 8.97 -9.87 5.66 0.089
H 9.90 -13.24 3.13 0.100
H 8.00 -14.35 3.92 0.090
H 11.73 -11.56 2.65 0.041
H 11.18 -10.44 0.20 0.119
H 10.36 -8.92 -1.40 0.097
H 9.14 -6.77 -0.81 0.109
H 8.94 -6.24 1.60 0.090
H 9.73 -7.74 3.35 0.099
O 13.82 -9.81 2.29 -0.173
N 14.28 -8.70 1.93 -0.144
O 15.17 -8.23 2.82 -0.257

3.
63
Properties=species:S:1:pos:R:3:lowdin_charge:R:1 method="wB97M-V/def2-TZVPD" homo_energy_ev=-13.95 energy_ha=-2030.51501 charge=+2
C -3.42 1.24 3.50 -0.104
C -1.88 1.83 3.44 -0.124
B -1.57 2.56 1.96 -0.239
O -1.67 4.06 1.98 0.048
C -1.24 1.68 0.58 -0.152
C -2.63 1.87 -0.27 -0.028
C -3.14 0.53 -1.07 -0.116
C -4.58 0.96 -1.80 -0.230
O -4.65 1.04 -3.14 0.034
O -5.79 1.29 -0.97 0.014
O -1.00 0.32 1.15 -0.089
B 0.41 -0.17 1.19 -1.103
Cl 1.44 0.29 2.71 0.825
C 0.25 -1.80 0.87 -0.121
C 1.59 -2.66 1.26 -0.200
C 1.17 -4.27 1.17 -0.190
C 1.56 -4.80 -0.36 -0.177
C 3.17 -5.24 -0.29 -0.190
O 3.88 -4.83 -1.54 -0.235
C 3.45 -5.73 -2.67 -0.098
O 1.05 0.69 0.16 0.127
C 0.21 1.88 -0.16 -0.055
C 0.28 1.87 -1.82 -0.011
O 1.56 1.15 -2.14 -0.196
C 2.04 1.52 -3.49 -0.065
B 1.14 3.21 0.19 -0.348
O 2.46 3.06 0.83 0.098
O 0.51 4.54 -0.15 -0.057
C 1.54 5.60 -0.16 -0.074
H -3.46 0.06 3.42 0.080
H -4.14 1.74 2.71 0.076
H -3.85 1.51 4.58 0.113
H -1.80 2.64 4.28 0.130
H -1.15 0.95 3.68 0.091
H -0.78 4.33 2.39 0.148
H -3.48 2.12 0.54 0.132
H -2.52 2.82 -0.94 0.184
H -2.44 0.20 -1.96 0.143
H -3.31 -0.42 -0.40 -0.208
H -5.52 1.93 -0.22 0.125
H -0.63 -2.22 1.55 0.084
H -0.07 -2.00 -0.26 0.129
H 1.99 -2.48 2.35 0.114
H 2.50 -2.50 0.52 0.143
H 0.02 -4.46 1.35 0.111
H 1.76 -4.90 1.98 0.131
H 1.40 -3.97 -1.16 0.112
H 0.87 -5.73 -0.67 0.125
H 3.24 -6.41 -0.10 0.149
H 3.61 -4.64 0.64 0.136
H 3.58 -6.88 -2.38 0.119
H 2.34 -5.47 -3.00 0.100
H 4.17 -5.54 -3.59 0.117
H 0.32 2.96 -2.29 0.174
H -0.57 1.25 -2.32 0.164
H 2.65 2.52 -3.45 0.123
H 1.18 1.53 -4.29 0.123
H 2.80 0.67 -3.83 0.137
H 3.11 2.88 0.06 0.166
H 2.17 5.66 0.83 0.129
H 0.96 6.64 -0.23 0.132
H 2.22 5.57 -1.13 0.127
In -3.32 -2.06 0.39 1.194